The following is a quantum chemistry calculation of C52H39AsF3OP2S2W as an isolated structure, from OMol25.

Geometry as XYZ:
```
101
Properties=species:S:1:pos:R:3:forces:R:3:lowdin_charge:R:1
W -0.73060 0.11684 0.13060 0.288 0.106 0.653 1.0480
S -0.52141 0.03481 2.57140 0.017 -0.070 0.153 0.4107
P 1.43910 0.08509 2.02341 0.018 -0.004 -0.092 0.5200
C 1.22805 0.63398 0.39027 0.222 -0.003 -0.008 -0.7126
P 1.27753 2.27781 -0.14828 -0.103 -0.165 -0.209 0.4898
S -0.67151 2.81226 -0.09883 0.067 0.049 -0.092 0.3765
C 1.95026 2.34598 -1.82603 0.018 -0.030 0.042 -0.3485
C 2.67146 1.27691 -2.34247 -0.011 0.025 -0.009 -0.0913
C 3.24564 1.37679 -3.60412 -0.006 0.009 -0.016 -0.0795
C 3.09094 2.53781 -4.34811 0.002 -0.044 0.038 -0.0722
C 2.36701 3.60691 -3.83104 -0.034 0.024 0.054 -0.0743
C 1.80150 3.51471 -2.56922 0.004 -0.012 -0.054 -0.0896
C 2.31645 3.45342 0.73976 -0.095 -0.009 0.069 -0.3483
C 1.77852 4.63381 1.23727 0.057 0.000 0.015 -0.1000
C 2.60817 5.55790 1.85845 0.022 -0.004 0.004 -0.0687
C 3.96260 5.29271 1.99436 -0.045 -0.006 -0.020 -0.0686
C 4.49712 4.10610 1.50507 -0.012 -0.040 -0.040 -0.0690
C 3.67878 3.18852 0.86824 0.000 0.073 0.033 -0.0806
C 2.44437 1.08527 3.13650 -0.037 -0.033 0.012 -0.3441
C 1.87628 2.19050 3.76446 0.035 0.003 0.023 -0.0926
C 2.66093 3.00110 4.57048 -0.030 -0.013 -0.022 -0.0645
C 4.00566 2.70810 4.75033 0.013 -0.013 -0.002 -0.0680
C 4.57419 1.60677 4.12485 -0.039 -0.036 -0.019 -0.0686
C 3.79657 0.79225 3.31574 -0.035 0.066 0.037 -0.0795
C 2.18267 -1.55409 2.08456 0.024 0.035 0.024 -0.3668
C 2.28642 -2.19107 3.32162 0.032 -0.010 -0.044 -0.0917
C 2.89612 -3.43129 3.40633 0.020 0.001 -0.018 -0.0751
C 3.39708 -4.03850 2.25863 -0.042 0.005 0.031 -0.0745
C 3.27647 -3.41374 1.02720 -0.028 0.081 -0.019 -0.0644
C 2.66788 -2.16656 0.93676 0.014 -0.041 0.058 -0.0863
H 2.77177 0.37085 -1.75688 0.005 -0.002 -0.006 0.0909
H 3.81584 0.54794 -4.00375 0.000 -0.001 -0.004 0.1097
H 3.54082 2.61558 -5.32923 0.002 -0.001 -0.004 0.1089
H 2.25308 4.51460 -4.40915 -0.002 0.003 -0.001 0.1100
H 1.23829 4.34562 -2.15909 0.007 0.013 -0.016 0.1090
H 0.71710 4.82432 1.14043 -0.004 -0.001 0.001 0.0699
H 2.19387 6.48199 2.23958 0.004 0.003 0.001 0.1092
H 4.60826 6.01115 2.48215 -0.002 0.006 0.005 0.1103
H 5.55360 3.89999 1.61489 0.002 0.001 0.005 0.1127
H 4.09578 2.26833 0.47380 0.014 0.005 -0.003 0.1173
H 0.82320 2.40555 3.62360 0.013 0.011 0.000 0.0939
H 2.22121 3.85900 5.06157 0.001 0.003 0.000 0.1131
H 4.61394 3.33967 5.38478 0.000 0.001 0.004 0.1117
H 5.62117 1.37687 4.27149 0.005 0.003 0.004 0.1108
H 4.23746 -0.07045 2.83333 0.010 -0.018 -0.004 0.1112
H 1.90032 -1.71274 4.21484 0.000 -0.007 0.002 0.1170
H 2.98441 -3.92500 4.36521 0.002 0.000 -0.001 0.1111
H 3.87094 -5.00913 2.32644 0.007 0.001 0.000 0.1115
H 3.65372 -3.89562 0.13495 0.000 -0.004 -0.003 0.1104
H 2.55248 -1.66653 -0.01655 0.011 -0.021 -0.026 0.0896
O -2.75462 0.41832 0.51865 -0.100 -0.105 0.138 -0.6322
As -3.52610 0.71251 -0.95282 -0.060 0.193 -0.381 1.2328
C -2.10134 0.53459 -2.23705 -0.198 -0.050 -0.104 -0.3857
C -1.54172 -0.73805 -2.40109 -0.138 0.050 0.023 -0.1732
C -0.48137 -0.90621 -3.29303 0.034 -0.108 -0.061 -0.0495
C -0.04816 0.15853 -4.05628 0.018 0.013 0.002 -0.0515
C -0.64255 1.41503 -3.92442 0.019 0.046 -0.017 -0.0542
C -1.65098 1.61396 -3.00703 -0.039 0.047 -0.033 -0.1191
C -4.81058 -0.64451 -1.31258 0.085 0.151 -0.048 -0.3072
C -5.14864 -0.91216 -2.63541 -0.043 -0.064 0.054 -0.0961
C -6.08981 -1.89494 -2.89898 -0.004 0.004 -0.025 -0.0638
C -6.67076 -2.59723 -1.85048 0.019 0.016 0.041 -0.0572
C -6.31659 -2.32750 -0.53442 0.006 0.017 -0.030 -0.0564
C -5.38076 -1.34189 -0.25673 0.009 -0.007 0.043 -0.0721
C -4.21675 2.48500 -0.96082 -0.040 -0.195 -0.071 -0.3190
C -3.98101 3.28687 0.14596 -0.002 0.013 0.044 -0.1199
C -4.46360 4.58790 0.14277 -0.013 -0.001 -0.022 -0.0540
C -5.16473 5.06612 -0.95593 0.015 -0.053 0.008 -0.0556
C -5.39844 4.24953 -2.05750 -0.015 0.032 0.011 -0.0632
C -4.92773 2.94712 -2.06336 -0.014 0.041 0.024 -0.0923
H -1.96641 -1.59916 -1.89689 0.048 0.048 -0.061 0.0912
H -0.03448 -1.88611 -3.39825 0.018 0.018 -0.010 0.1198
H 0.75547 0.02419 -4.76769 0.000 -0.014 0.007 0.1140
H -0.29331 2.24055 -4.53007 -0.003 -0.005 0.009 0.1147
H -2.08903 2.59487 -2.87360 0.022 -0.005 -0.001 0.1005
H -4.67327 -0.37816 -3.45059 -0.009 -0.007 -0.011 0.1076
H -6.36440 -2.11782 -3.92118 -0.004 -0.005 0.003 0.1123
H -7.40131 -3.36650 -2.06181 -0.001 -0.003 0.000 0.1131
H -6.76535 -2.88572 0.27567 -0.006 -0.004 -0.002 0.1139
H -5.08048 -1.12527 0.76140 -0.026 -0.034 -0.001 0.1125
H -3.42873 2.89237 0.99020 -0.012 0.042 0.004 0.0903
H -4.29148 5.22544 0.99919 -0.002 0.008 -0.003 0.1143
H -5.53926 6.08094 -0.95347 0.002 0.006 -0.004 0.1126
H -5.95197 4.62624 -2.90686 -0.001 0.008 0.004 0.1122
H -5.11927 2.30280 -2.91387 -0.002 0.010 -0.011 0.1078
F -0.15258 -9.51015 0.08791 0.011 0.008 0.023 0.1411
C 0.25202 -8.74087 1.10854 0.001 -0.013 0.028 -0.5843
F -0.39481 -9.16120 2.21186 0.038 0.024 -0.055 0.1437
F 1.56129 -8.99642 1.30695 -0.054 0.015 -0.004 0.1415
C 0.01382 -7.27783 0.85307 0.000 -0.002 0.006 -0.1161
C -0.42975 -6.83303 -0.38171 -0.012 0.040 -0.030 0.0004
C -0.61949 -5.47633 -0.59566 0.032 -0.034 0.015 -0.0120
C -0.36872 -4.55995 0.42573 0.031 -0.013 -0.061 -0.2383
C 0.07167 -5.02406 1.66880 -0.008 0.036 0.047 -0.0113
C 0.26342 -6.37471 1.88005 0.006 -0.025 0.009 0.0023
C -0.54261 -3.15388 0.22367 -0.142 -0.130 -0.016 -0.0819
C -0.69143 -1.94843 0.14026 0.117 0.057 -0.012 -0.2076
H -0.62499 -7.54179 -1.17365 -0.003 -0.005 -0.005 0.1216
H -0.96252 -5.12205 -1.55859 0.001 0.004 0.004 0.1150
H 0.25935 -4.30800 2.45825 0.008 -0.021 -0.008 0.1152
H 0.60335 -6.73604 2.84226 -0.001 0.017 0.004 0.1292
```
Positions in Å, forces in eV/Å.

The expectation value of S² is 2.038. The calculation puts the frontier orbital gap (alpha / beta) at 6.62 / 7.51 eV. Its net charge is +1. The energy above the lowest of the compared OMol25 structures with the same formula, charge and spin comes out at 0.0 kcal/mol. The total energy is -167664.4227 eV. As for the spin multiplicity: 3. The calculation puts the HOMO energy (alpha / beta) at -0.352 / -0.382 hartree.



The following is a quantum chemistry calculation of a single C7H10FN molecule, from OMol25.

Geometry as XYZ:
```
19
Properties=species:S:1:pos:R:3:forces:R:3:lowdin_charge:R:1
C 0.18196 2.02786 -0.46273 2.858 0.565 1.208 -0.0563
C -0.24678 0.64069 -0.58992 -1.385 -1.996 -4.251 -0.3403
C -1.51287 0.22069 0.04419 -1.585 -0.570 -0.412 -0.3651
F -2.36835 1.17650 0.33932 -0.347 1.455 0.517 0.1181
N -1.99036 -0.94323 0.15529 0.631 0.910 0.013 0.1546
C -1.12767 -1.94304 -0.28783 -0.882 -0.355 0.759 -0.1591
C 0.16360 -1.79635 -0.41929 1.508 0.895 -0.674 -0.0345
C 0.74499 -0.38075 -0.17820 0.272 -2.641 -1.648 -0.3927
C 1.15874 -0.22558 1.20768 -0.040 0.591 4.146 -0.0881
H -0.53362 2.75551 -0.72151 -0.770 0.784 -0.592 0.0683
H 1.24028 2.24651 -0.94115 -2.248 -0.515 0.897 0.1451
H 0.27006 2.03178 0.62523 0.497 1.290 0.153 0.0789
H -0.45844 0.39386 -1.73607 0.226 0.357 1.862 0.2051
H -1.64909 -2.85296 -0.35902 -0.225 -1.289 -0.435 0.0906
H 0.80671 -2.61925 -0.74692 -0.176 0.355 0.292 0.1120
H 1.60840 -0.29255 -0.84832 0.092 0.093 0.249 0.1486
H 1.70439 -1.10574 1.64513 0.081 1.093 -0.746 0.1025
H 0.33052 -0.07932 2.03425 0.884 -0.337 -1.955 0.1361
H 1.67752 0.74538 1.23986 0.610 -0.683 0.618 0.0762
```
Positions in Å, forces in eV/Å.

The calculation puts the frontier orbital gap at 9.74 eV. Its structure (SMILES) is C[C@@H]1C(F)=NC=C[C@@H]1C. The energy above the lowest of the compared OMol25 structures with the same formula, charge and spin comes out at 20.0 kcal/mol. The total energy is -11627.1747 eV. The calculation puts the HOMO energy at -0.332 hartree.



The following is a quantum chemistry calculation of a single C18H20N2O5 molecule, from OMol25.

Geometry as XYZ:
```
45
Properties=species:S:1:pos:R:3:forces:R:3:lowdin_charge:R:1
C -5.26037 -2.04391 -0.30432 -0.024 0.010 0.017 -0.0480
C -4.36903 -0.85070 -0.13747 0.001 0.011 -0.042 -0.2622
C -4.89027 0.34029 0.35732 0.189 -0.028 -0.029 -0.0016
C -4.09326 1.45942 0.54596 0.002 -0.089 -0.016 -0.2561
C -4.66536 2.73678 1.07869 0.002 0.037 -0.059 -0.0454
C -2.74641 1.37886 0.21860 0.125 -0.170 -0.097 0.0228
C -2.21011 0.20846 -0.30234 -0.337 0.135 0.271 -0.1197
C -0.75997 0.19149 -0.62419 -0.044 -0.104 -0.363 -0.4260
O 0.06082 0.84497 -0.00047 0.057 0.228 0.063 0.0642
N -0.40969 -0.55908 -1.69784 -0.035 -0.133 -0.213 0.0836
C 0.97305 -0.72948 -2.05828 0.183 0.113 0.306 -0.0475
C 1.76021 -1.61054 -1.08887 0.080 0.091 -0.460 -0.4739
O 2.89320 -1.95564 -1.27525 -0.042 0.025 0.068 0.1445
O 1.03731 -1.89802 -0.00195 -0.339 -0.052 0.125 -0.0101
C 1.75025 -2.42141 1.11083 0.558 -0.248 0.237 -0.0434
C 2.70969 -1.38129 1.71987 -0.483 -0.298 -0.223 -0.4766
O 3.65405 -1.72778 2.39510 0.277 -0.200 0.149 0.0736
N 2.38255 -0.10865 1.45304 -0.298 0.496 -0.076 0.0982
C 3.31755 0.97651 1.68000 0.043 -0.045 -0.267 -0.0755
C 4.15762 1.18412 0.45989 0.785 -0.201 0.604 -0.2590
C 5.48772 0.99474 0.23322 -0.627 0.125 0.267 -0.0146
C 5.70156 1.28051 -1.13769 -0.412 0.161 -0.385 -0.0600
C 4.48472 1.61188 -1.64215 0.848 -0.083 -0.322 -0.1264
O 3.54211 1.55754 -0.68543 -0.521 0.068 0.185 0.0345
C -3.02473 -0.90845 -0.46921 0.039 0.137 0.004 0.0038
H -5.74004 -2.29373 0.64071 -0.053 -0.081 0.027 0.0832
H -4.69889 -2.90892 -0.64788 -0.011 -0.082 -0.021 0.0740
H -6.04578 -1.82979 -1.02836 -0.060 -0.059 -0.040 0.0840
H -5.94016 0.38598 0.61133 -0.133 0.019 0.051 0.1214
H -4.80388 3.44981 0.26578 -0.042 0.090 0.008 0.0862
H -5.62936 2.56643 1.55121 -0.057 0.041 0.047 0.0755
H -3.98957 3.18565 1.80321 -0.005 0.071 0.066 0.0819
H -2.09524 2.22813 0.36158 0.084 0.085 0.041 0.1264
H -1.09416 -1.16296 -2.12142 -0.010 0.150 0.041 0.1350
H 1.06262 -1.12297 -3.07091 0.012 0.007 0.122 0.1398
H 1.46635 0.25079 -2.01650 -0.007 -0.199 -0.073 0.1345
H 2.34703 -3.29019 0.81701 -0.080 0.172 0.100 0.1381
H 0.99650 -2.71607 1.84283 0.092 0.050 -0.078 0.1403
H 1.56590 0.12849 0.89442 0.069 -0.195 0.084 0.0957
H 3.96350 0.70525 2.51713 -0.067 0.150 -0.099 0.1300
H 2.74380 1.87627 1.91562 0.096 -0.056 0.066 0.1333
H 6.21877 0.68678 0.95138 0.099 -0.100 0.224 0.1121
H 6.63040 1.23732 -1.66795 0.153 0.009 -0.187 0.0989
H 4.16866 1.89655 -2.62633 -0.135 0.049 -0.093 0.1167
H -2.60966 -1.84339 -0.81991 0.029 -0.108 -0.029 0.1137
```
Positions in Å, forces in eV/Å.

The calculation puts the frontier orbital gap at 8.84 eV. Its structure (SMILES) is Cc1cc(C)cc(C(=O)NCC(=O)OCC(=O)NCc2ccco2)c1. The energy above the lowest of the compared OMol25 structures with the same formula, charge and spin comes out at 7.3 kcal/mol. The total energy is -32209.3354 eV. The calculation puts the HOMO energy at -0.307 hartree.



Among the records above, which one has the highest total energy?
C7H10FN